# 1
9
Properties=species:S:1:pos:R:3:mulliken_charge:R:1 method="wB97M-V/def2-TZVPD" smiles="NC(=S)NO" homo_lumo_gap_ev=9.438 de_lowest_kj_mol=185.20
N -0.900 1.166 -0.144 -0.482
C -0.429 -0.114 0.007 0.415
S -1.333 -1.548 0.012 -0.459
N 0.908 -0.105 0.110 -0.121
O 1.678 -1.174 -0.096 -0.355
H -1.876 1.160 -0.266 0.247
H -0.508 1.801 0.519 0.234
H 1.425 0.735 0.045 0.226
H 1.034 -1.921 -0.186 0.293

# 2
100
Properties=species:S:1:pos:R:3:mulliken_charge:R:1 method="wB97M-V/def2-TZVPD" charge=-1 homo_lumo_gap_ev="6.783 / 5.647" de_lowest_kj_mol=0.00
Cs -0.387 -0.228 -0.439 0.334
N -1.804 2.936 2.771 -0.174
C -0.786 3.067 1.921 -0.014
S -0.839 3.731 0.402 -0.150
N 0.433 2.698 2.479 -1.026
N 1.200 2.042 1.673 1.337
C 2.478 2.247 1.679 -0.261
C 3.094 3.467 2.238 0.277
C 2.547 4.720 1.978 -0.377
C 3.120 5.856 2.527 -0.756
C 4.232 5.749 3.351 -0.425
C 4.777 4.500 3.621 -0.807
C 4.217 3.364 3.061 -0.097
C 3.313 1.203 1.054 0.430
C 4.583 1.466 0.549 -0.377
C 5.301 0.435 -0.044 -0.926
C 4.739 -0.827 -0.098 -0.121
C 3.471 -0.986 0.453 -0.358
N 2.768 -0.011 0.999 -0.178
H -2.742 3.030 2.416 0.234
H -1.704 2.309 3.557 0.167
H 1.678 4.799 1.333 0.372
H 2.694 6.828 2.315 0.421
H 4.673 6.637 3.785 0.377
H 5.637 4.410 4.271 0.395
H 4.638 2.390 3.275 0.513
H 4.989 2.467 0.586 0.504
H 6.276 0.630 -0.471 0.421
H 5.245 -1.665 -0.561 0.395
H 2.987 -1.956 0.418 0.352
Br -0.938 -1.084 2.834 -0.293
B -2.830 -1.609 2.669 -0.135
B -3.320 -3.306 2.613 0.727
C -4.748 -3.287 1.696 -0.437
B -3.488 -2.280 1.164 0.955
B -5.199 -1.783 1.050 0.745
B -6.079 -2.514 2.410 0.802
B -4.918 -3.454 3.377 0.997
B -3.709 -2.339 4.045 -0.203
Br -2.838 -2.671 5.771 -0.413
B -5.429 -1.847 3.921 -0.260
Br -6.559 -1.604 5.507 -0.420
B -5.601 -0.806 2.472 -0.209
Br -6.918 0.643 2.376 -0.399
B -4.000 -0.664 1.704 -0.039
Br -3.500 0.976 0.742 0.295
B -4.126 -0.690 3.486 -0.955
Br -3.782 0.886 4.616 -0.317
H -2.591 -4.234 2.589 -0.349
H -4.952 -4.158 1.093 0.511
H -2.867 -2.530 0.194 -0.278
H -5.715 -1.701 -0.008 -0.326
H -7.177 -2.917 2.255 -0.337
H -5.250 -4.479 3.859 -0.335
C -3.122 5.873 -2.241 -1.384
C -3.843 4.636 -2.766 0.998
C -4.198 3.676 -1.634 -1.038
C -3.038 3.932 -3.860 -1.381
N -1.763 3.406 -3.401 0.910
C -1.462 2.225 -2.854 -0.825
N -0.182 2.207 -2.590 0.399
N 0.299 3.405 -2.981 -0.173
N -0.637 4.131 -3.466 -0.779
H -3.735 6.377 -1.493 0.418
H -2.903 6.579 -3.044 0.408
H -2.180 5.600 -1.764 0.123
H -4.769 4.950 -3.259 0.285
H -3.311 3.407 -1.057 -0.191
H -4.660 2.762 -2.012 0.412
H -4.898 4.145 -0.941 0.484
H -2.811 4.621 -4.673 0.395
H -3.610 3.094 -4.259 0.450
H -2.154 1.412 -2.687 0.523
O 1.077 -4.517 0.590 -0.324
N 2.183 -4.411 0.164 0.353
C 2.999 -5.208 -0.443 0.799
C 2.643 -6.552 -0.783 -0.011
N 2.356 -7.630 -1.054 -0.401
C 4.286 -4.689 -0.807 0.060
N 5.328 -4.304 -1.096 -0.462
N 1.370 -3.354 -2.880 -0.092
C 2.123 -2.215 -2.954 0.307
N 1.827 -1.113 -2.355 0.581
C 2.800 -0.142 -2.597 -1.342
C 2.819 1.158 -2.105 0.095
C 3.863 2.001 -2.443 -1.157
C 4.911 1.567 -3.250 -0.823
C 4.926 0.270 -3.741 -0.493
C 3.870 -0.563 -3.409 0.763
S 3.634 -2.223 -3.865 -0.338
H 0.405 -3.166 -2.569 0.085
H 1.418 -3.957 -3.687 0.303
H 2.008 1.516 -1.494 0.847
H 3.851 3.020 -2.078 0.614
H 5.719 2.244 -3.499 0.386
H 5.737 -0.080 -4.366 0.420
O -0.975 -2.555 -1.628 -0.766
N -1.783 -2.043 -2.452 0.817
O -1.964 -2.568 -3.544 -0.717
O -2.358 -0.987 -2.125 -0.349

# 3
110
Properties=species:S:1:pos:R:3:mulliken_spin:R:1 method="wB97M-V/def2-TZVPD" spin_multiplicity=5 charge=+3 homo_lumo_gap_ev="7.257 / 4.556" s_squared=6.015
Ir 0.531 -0.598 -0.514 1.734
C 0.611 2.678 2.126 0.052
N 1.313 1.643 1.338 0.254
P 1.609 0.168 2.088 0.567
C 2.571 0.436 3.569 0.063
C 3.377 1.563 3.751 0.024
C 4.162 1.651 4.886 -0.002
C 4.138 0.633 5.833 0.026
C 3.332 -0.484 5.653 0.002
C 2.539 -0.583 4.524 0.105
C 2.498 -0.904 0.919 0.052
C 2.055 -2.233 0.731 0.185
C 2.833 -3.124 -0.015 0.031
C 4.029 -2.706 -0.560 0.025
C 4.493 -1.403 -0.343 0.033
C 3.755 -0.512 0.400 -0.004
P 1.246 1.657 -0.433 0.283
C 2.870 2.301 -0.859 -0.010
C 3.542 3.198 -0.027 0.030
C 4.764 3.719 -0.419 -0.001
C 5.319 3.350 -1.637 0.004
C 4.656 2.456 -2.466 0.010
C 3.434 1.927 -2.078 0.013
C 0.043 2.866 -0.971 -0.013
C -1.055 2.411 -1.701 0.027
C -1.957 3.313 -2.242 0.024
C -1.768 4.674 -2.050 0.002
C -0.662 5.138 -1.345 0.001
C 0.253 4.242 -0.825 -0.003
H 0.912 2.610 3.171 0.001
H -0.471 2.551 2.049 0.001
H 0.868 3.662 1.744 0.003
H 3.409 2.351 3.009 0.007
H 4.797 2.513 5.035 0.002
H 4.753 0.713 6.719 0.001
H 3.315 -1.268 6.396 0.001
H 1.895 -1.446 4.392 0.005
H 1.191 -2.607 1.272 -0.030
H 2.511 -4.151 -0.120 0.004
H 4.640 -3.400 -1.120 0.000
H 5.456 -1.105 -0.734 0.001
H 4.144 0.476 0.611 0.004
H 3.117 3.499 0.923 0.001
H 5.282 4.420 0.222 0.000
H 6.272 3.762 -1.940 0.000
H 5.092 2.172 -3.413 0.000
H 2.929 1.218 -2.721 -0.022
H -1.186 1.347 -1.876 -0.013
H -2.798 2.960 -2.823 0.001
H -2.471 5.381 -2.469 0.000
H -0.505 6.200 -1.223 0.000
H 1.140 4.617 -0.330 0.001
C -3.975 -0.715 2.340 0.002
N -3.136 -1.913 2.407 0.033
C -3.703 -2.951 1.542 0.009
N -3.874 -2.500 0.163 0.039
C -4.700 -1.296 0.144 0.000
N -4.151 -0.224 0.975 0.021
C -2.937 0.330 0.411 0.014
P -1.632 -0.988 0.334 0.281
C -1.758 -1.623 2.073 0.028
C -2.610 -2.321 -0.518 0.049
H -3.541 0.072 2.960 -0.001
H -4.957 -0.964 2.742 0.001
H -4.683 -3.224 1.935 0.001
H -3.063 -3.835 1.559 -0.004
H -5.688 -1.554 0.527 0.001
H -4.811 -0.942 -0.883 0.000
H -2.579 1.168 1.015 -0.012
H -3.138 0.704 -0.594 0.008
H -1.350 -0.878 2.765 -0.023
H -1.156 -2.533 2.160 0.029
H -2.039 -3.257 -0.509 -0.038
H -2.770 -2.027 -1.558 -0.022
Cl -3.822 0.188 -6.701 0.000
C -3.051 -1.213 -6.060 0.000
C -3.148 -1.493 -4.704 0.000
C -2.514 -2.612 -4.194 -0.006
C -1.779 -3.466 -5.008 0.003
C -1.044 -4.653 -4.412 -0.002
C 0.478 -4.440 -4.477 0.004
N 0.773 -3.144 -3.876 0.023
C 1.073 -1.974 -4.531 -0.002
C 1.008 -0.984 -3.602 0.005
N 0.657 -1.545 -2.388 0.069
C 0.540 -2.850 -2.599 0.016
O -1.389 -4.757 -3.047 0.002
C -1.694 -6.060 -2.543 0.001
C -1.941 -5.885 -1.081 0.006
C -3.144 -6.062 -0.449 0.000
Cl -4.624 -6.508 -1.168 0.000
S -3.064 -5.763 1.242 0.000
C -1.398 -5.386 1.128 0.002
C -0.938 -5.493 -0.153 -0.006
C -1.731 -3.176 -6.373 0.001
Cl -0.896 -4.230 -7.470 0.000
C -2.355 -2.061 -6.908 0.000
H -3.748 -0.854 -4.072 0.000
H -2.619 -2.867 -3.150 0.002
H -1.297 -5.557 -4.976 0.000
H 0.848 -4.446 -5.498 0.000
H 0.995 -5.208 -3.902 0.000
H 1.264 -1.948 -5.589 0.000
H 1.119 0.078 -3.730 0.004
H 0.201 -3.580 -1.885 -0.017
H -0.856 -6.746 -2.715 0.000
H -2.577 -6.451 -3.052 0.000
H -0.835 -5.173 2.023 0.001
H 0.100 -5.359 -0.426 -0.004
H -2.310 -1.866 -7.970 0.000

# 4
6
Properties=species:S:1:pos:R:3:mulliken_charge:R:1 method="wB97M-V/def2-TZVPD" charge=-1 homo_lumo_gap_ev=6.415 de_lowest_kj_mol=228.86
C -0.304 -0.323 -0.300 -0.479
C 0.085 0.092 -1.438 -0.015
C 0.458 -0.691 1.898 0.001
S 1.003 0.217 -2.809 -0.486
S -0.071 0.633 2.532 -0.211
H -1.171 0.073 0.117 0.190

# 5
84
Properties=species:S:1:pos:R:3:mulliken_spin:R:1 method="wB97M-V/def2-TZVPD" spin_multiplicity=3 charge=+1 homo_lumo_gap_ev="6.612 / 6.546" s_squared=2.032
Pt -0.218 0.631 -0.214 0.979
C -4.311 1.929 -3.904 0.005
C -2.780 2.371 -3.967 -0.037
C -2.968 3.862 -3.994 0.088
O -1.868 1.984 -2.959 0.918
H -4.870 2.415 -3.104 -0.001
H -4.281 0.868 -3.658 0.000
H -4.917 2.215 -4.764 0.002
H -2.429 2.079 -4.957 0.036
H -3.826 4.298 -4.505 0.004
H -2.228 4.423 -4.566 -0.004
H -2.927 4.249 -2.976 -0.003
O 2.362 -1.999 -2.342 0.000
C 3.305 -2.622 -2.887 0.000
O 3.797 -2.380 -4.138 0.000
C 4.907 -3.274 -4.329 0.000
C 5.285 -3.598 -2.946 0.000
C 3.982 -3.747 -2.142 0.000
H 5.646 -2.660 -4.844 0.000
H 4.698 -4.124 -4.978 0.000
H 5.988 -2.897 -2.496 0.000
H 5.766 -4.575 -2.914 0.000
H 4.118 -3.531 -1.082 0.000
H 3.309 -4.593 -2.278 0.000
O -4.068 0.687 1.306 0.001
C -5.265 0.602 1.094 -0.001
O -5.997 1.540 0.502 0.000
C -7.328 1.261 0.288 0.000
C -7.382 -0.301 0.437 0.000
C -6.188 -0.607 1.386 0.000
H -7.658 1.532 -0.715 0.000
H -8.054 1.655 1.000 0.000
H -7.244 -0.680 -0.576 0.000
H -8.384 -0.564 0.776 0.000
H -5.797 -1.574 1.070 0.000
H -6.475 -0.493 2.431 0.000
O -0.132 3.722 1.915 -0.001
C -0.176 4.883 2.299 0.005
O -1.325 5.652 2.251 0.000
C -1.052 7.047 2.562 0.000
C 0.208 7.081 3.356 0.000
C 0.811 5.676 3.128 0.000
H -1.896 7.507 3.076 0.000
H -0.918 7.647 1.661 0.000
H 0.120 7.215 4.434 0.000
H 0.871 7.886 3.042 0.000
H 1.081 5.124 4.028 0.000
H 1.733 5.699 2.547 0.000
O 0.961 -1.342 2.782 0.000
C 1.690 -1.834 3.641 0.004
O 2.895 -2.552 3.307 -0.001
C 3.513 -3.125 4.419 0.000
C 2.494 -3.019 5.621 0.000
C 1.509 -1.948 5.146 0.000
H 4.434 -2.549 4.505 0.000
H 3.882 -4.083 4.052 0.000
H 2.918 -2.976 6.624 0.000
H 2.002 -3.982 5.755 0.000
H 1.709 -1.063 5.751 0.000
H 0.470 -2.271 5.196 0.000
O -2.183 -2.971 -0.739 0.000
C -2.627 -3.935 -1.353 0.000
O -3.976 -4.148 -1.535 0.000
C -4.250 -5.450 -2.159 0.000
C -2.798 -5.789 -2.783 0.000
C -1.751 -5.049 -1.831 0.000
H -4.953 -5.312 -2.981 0.000
H -4.588 -6.301 -1.567 0.000
H -2.891 -5.426 -3.807 0.000
H -2.623 -6.862 -2.852 0.000
H -0.987 -4.610 -2.473 0.000
H -1.432 -5.673 -0.996 0.000
O 3.279 1.535 0.141 0.003
C 4.490 1.804 0.234 -0.001
O 4.898 2.925 0.872 0.000
C 6.308 3.071 0.841 0.000
C 6.908 1.662 0.699 0.000
C 5.732 0.953 -0.015 0.000
H 6.743 3.431 1.773 0.000
H 6.616 3.762 0.057 0.000
H 7.038 1.327 1.728 0.000
H 7.858 1.630 0.165 0.000
H 5.578 -0.031 0.428 0.000
H 6.108 0.677 -1.000 0.000

# 6
19
Properties=species:S:1:pos:R:3:mulliken_charge:R:1 method="wB97M-V/def2-TZVPD" smiles=CCOCC.N homo_lumo_gap_ev=10.221 de_lowest_kj_mol=102.05
C 1.457 -0.126 2.646 -1.074
C 1.625 0.255 1.189 -0.259
O 1.458 -0.816 0.312 -0.432
C 0.348 -0.882 -0.580 -0.200
C -0.931 -0.340 0.031 -1.087
H 0.407 0.012 2.930 0.264
H 1.727 -1.163 2.830 0.279
H 2.058 0.499 3.304 0.370
H 2.660 0.618 1.084 0.343
H 1.013 1.105 0.876 0.269
H 0.319 -1.912 -0.917 0.334
H 0.569 -0.259 -1.458 0.216
H -1.131 0.717 -0.114 0.301
H -0.985 -0.639 1.080 0.353
H -1.799 -0.851 -0.406 0.321
N -2.002 0.702 -3.230 -0.655
H -1.575 1.571 -2.923 0.215
H -2.472 0.846 -4.118 0.238
H -2.745 0.667 -2.535 0.207

What are the maximum force values for these records? In order: 2.27; 1.82; 2.22; 2.31; 5.30; 1.71 eV Å⁻¹.